No. 1
Molecular formula: C5H7NO
Method: DFT, wB97M-V/def2-TZVPD

Geometry as XYZ:
```
14
Properties=species:S:1:pos:R:3:nbo_charge:R:1
C 0.472 -1.755 -0.344 -0.626
C 0.533 -0.347 0.179 -0.147
C 1.614 0.443 0.438 0.122
O 1.281 1.752 0.497 -0.411
C -0.087 1.820 0.344 -0.031
C -0.579 0.560 0.169 0.101
N -1.934 0.212 0.125 -0.804
H 1.452 -2.109 -0.674 0.223
H -0.150 -1.705 -1.245 0.209
H 0.035 -2.522 0.306 0.221
H 2.652 0.208 0.653 0.200
H -0.529 2.637 -0.224 0.196
H -2.214 -0.421 -0.612 0.371
H -2.534 1.026 0.113 0.374
```

Calculated values
E	-8834.85537	eV

No. 2
Molecular formula: C5H7NO
Method: DFT, wB97M-V/def2-TZVPD

Geometry as XYZ:
```
14
Properties=species:S:1:pos:R:3:nbo_charge:R:1
O -2.499 0.226 2.070 -0.695
C -2.410 0.608 0.713 -0.132
C -1.134 0.214 0.088 -0.031
C -0.078 -0.147 -0.374 -0.032
C 1.138 -0.545 -1.053 -0.162
C 2.382 0.255 -0.846 -0.236
N 2.272 -1.113 -0.339 -0.561
H -2.319 -0.721 2.119 0.468
H -3.254 0.210 0.128 0.187
H -2.520 1.696 0.706 0.207
H 0.967 -1.046 -2.003 0.222
H 2.347 1.108 -0.164 0.204
H 3.040 0.412 -1.702 0.201
H 2.068 -1.156 0.657 0.359
```

Calculated values
E	-8832.81113	eV

No. 3
Molecular formula: C5H7NO
Method: DFT, wB97M-V/def2-TZVPD

Geometry as XYZ:
```
14
Properties=species:S:1:pos:R:3:nbo_charge:R:1
C 0.935 1.646 0.118 -0.616
C -0.320 0.796 0.328 -0.416
C -0.234 -0.619 -0.237 0.103
C -1.313 -1.597 -0.038 -0.078
O -1.118 -0.969 -1.294 -0.450
C 1.102 -1.198 -0.389 0.257
N 2.145 -1.690 -0.483 -0.298
H 1.838 1.035 0.216 0.221
H 0.993 2.434 0.875 0.219
H 0.956 2.116 -0.869 0.216
H -0.538 0.726 1.400 0.217
H -1.189 1.262 -0.149 0.234
H -1.060 -2.655 0.002 0.199
H -2.197 -1.287 0.519 0.191
```

Calculated values
E	-8834.36422	eV

Max |F| in eV/A, matching the order above: 1.223 0.562 1.101